No. 1
Formula: C16H28N4S
Source: the OMol25 dataset
Level of theory: ωB97M-V/def2-TZVPD

Properties
- maximum force (eV Å⁻¹) = 4.5
- ΔE to the lowest compared entry with this formula, charge and spin (eV) = 0.000
- LUMO energy (eV) = 0.72
- energy (Ha) = -1243.63912
- 2S+1 = 1
- SMILES = Cn1s/c(=N/C2CCCCC2)n(C)/c1=N\C1CCCCC1

Each line ends with the Mulliken charge.
Cartesian coordinates (Å):
N: 0.41 -1.24 -2.61  -0.625
N: -1.31 2.21 0.13  -0.505
S: -1.75 0.15 -3.08  -0.128
C: -0.24 -0.17 -2.26  0.285
C: -1.05 1.47 -0.92  0.073
N: -2.02 1.39 -1.94  -0.019
N: 0.05 0.70 -1.20  0.570
C: -3.38 1.87 -1.73  -0.798
C: 1.37 1.34 -1.23  -1.303
C: 2.81 -4.28 -0.77  -0.696
C: -2.37 2.05 3.67  -0.708
C: 2.01 -3.34 0.15  -0.677
C: 3.35 -3.56 -2.02  -0.580
C: -2.09 3.35 2.92  -0.681
C: -2.10 0.81 2.82  -0.522
C: 0.89 -2.65 -0.69  -0.272
C: 2.31 -2.75 -2.79  -0.814
C: -0.72 3.38 2.24  -1.292
C: -0.71 0.86 2.15  -0.477
C: 1.51 -1.82 -1.84  0.595
C: -0.47 2.19 1.37  0.412
H: -4.00 1.81 -2.60  0.315
H: -3.85 1.29 -0.94  0.298
H: -3.34 2.93 -1.41  0.285
H: 1.90 1.05 -2.15  0.452
H: 1.98 0.90 -0.39  0.295
H: 1.27 2.42 -1.14  0.442
H: 3.68 -4.71 -0.25  0.336
H: 2.16 -5.12 -1.05  0.344
H: -1.78 1.99 4.61  0.313
H: -3.39 2.09 3.91  0.368
H: 2.67 -2.62 0.59  0.370
H: 1.57 -3.92 1.01  0.301
H: 4.17 -2.88 -1.69  0.305
H: 3.81 -4.28 -2.71  0.346
H: -2.86 3.45 2.20  0.350
H: -2.16 4.21 3.62  0.325
H: -2.81 0.73 2.00  0.230
H: -2.20 -0.12 3.44  0.336
H: 0.18 -3.39 -1.10  0.260
H: 0.38 -1.94 -0.05  -0.156
H: 2.90 -2.10 -3.50  0.257
H: 1.62 -3.41 -3.37  0.291
H: -0.67 4.28 1.65  0.424
H: 0.05 3.40 3.00  0.403
H: 0.03 0.80 2.93  0.549
H: -0.62 0.06 1.42  -0.201
H: 2.22 -1.06 -1.47  0.042
H: 0.57 2.17 1.09  0.282

---

No. 2
Formula: CH5ClN2S
Source: the OMol25 dataset
Level of theory: ωB97M-V/def2-TZVPD

Properties
- maximum force (eV Å⁻¹) = 4.5
- ΔE to the lowest compared entry with this formula, charge and spin (eV) = 2.034
- LUMO energy (eV) = -0.09
- energy (Ha) = -1008.89243
- 2S+1 = 1
- SMILES = C/N=N/S.Cl

Each line ends with the Mulliken charge.
Cartesian coordinates (Å):
C: 1.52 -0.29 -0.31  -0.774
N: 0.14 -0.25 0.15  0.007
N: -0.38 0.88 0.32  -0.251
S: -1.86 0.83 0.89  -0.019
Cl: -2.01 -1.37 -0.90  -0.472
H: 2.01 -0.52 0.60  0.286
H: 1.59 -1.01 -1.02  0.303
H: 1.70 0.73 -0.68  0.321
H: -0.78 -1.27 -0.17  0.429
H: -1.92 2.26 1.11  0.170

---

No. 3
Formula: C2H3BrSi
Source: the OMol25 dataset
Level of theory: ωB97M-V/def2-TZVPD

Properties
- maximum force (eV Å⁻¹) = 3.2
- ΔE to the lowest compared entry with this formula, charge and spin (eV) = 7.496
- LUMO energy (spin up / spin down) (eV) = -1.82 / -1.56
- energy (Ha) = -2941.18686
- 2S+1 = 1

Each line ends with the Mulliken charge.
Cartesian coordinates (Å):
C: -0.31 0.60 1.32  -0.378
C: 0.66 -1.04 -0.44  -0.136
Si: -0.67 0.28 -0.43  0.416
Br: 2.42 -0.96 -0.13  0.037
H: 0.32 -0.10 2.04  0.247
H: -1.49 -0.53 -1.46  -0.080
H: -0.95 1.74 -0.89  -0.106

---

No. 4
Formula: C31H50BrN4P3Ti
Source: the OMol25 dataset
Level of theory: ωB97M-V/def2-TZVPD

Properties
- maximum force (eV Å⁻¹) = 4.0
- ΔE to the lowest compared entry with this formula, charge and spin (eV) = 0.000
- LUMO energy (spin up / spin down) (eV) = -5.20 / -6.66
- energy (Ha) = -5877.08615
- total charge = +2
- 2S+1 = 3

Each line ends with the Mulliken charge.
Cartesian coordinates (Å):
C: 0.03 3.77 -3.65  -0.449
C: -0.04 2.46 -4.14  0.989
C: -0.14 2.26 -5.52  -0.445
C: -0.19 3.38 -6.36  -0.446
N: -0.14 4.62 -5.88  -0.565
C: -0.01 4.83 -4.58  -0.384
C: -0.01 1.33 -3.23  0.154
C: -0.20 0.95 -1.92  -0.484
C: -0.53 1.36 -0.57  0.374
C: 0.50 1.85 0.24  -0.148
C: 0.40 1.85 1.60  -1.205
C: -0.71 1.10 2.23  1.288
C: -1.92 1.17 1.39  -0.761
C: -1.80 1.18 0.03  -0.738
Ti: 0.60 -0.44 -2.96  -1.473
P: 2.25 -1.23 -1.34  0.937
H: -0.18 1.25 -5.95  0.335
H: 0.12 3.98 -2.58  0.391
H: -0.25 3.25 -7.44  0.383
H: 0.08 5.86 -4.22  0.370
H: -2.68 1.07 -0.61  0.541
H: 1.40 2.24 -0.25  0.829
H: -2.87 1.12 1.92  0.563
H: 1.16 2.31 2.24  0.259
C: 1.79 -2.48 -0.07  0.506
C: 2.81 -3.57 0.22  -1.546
H: 0.83 -2.92 -0.39  -0.420
H: 1.55 -1.92 0.85  0.018
H: 2.54 -4.09 1.15  0.443
H: 2.85 -4.32 -0.57  0.329
H: 3.82 -3.16 0.37  0.310
C: 3.34 -1.98 -2.63  -0.817
C: 4.25 -1.02 -3.41  -1.402
H: 2.68 -2.51 -3.34  0.380
H: 3.93 -2.75 -2.14  0.606
H: 4.02 -1.06 -4.49  0.412
H: 4.19 0.03 -3.10  0.297
H: 5.30 -1.35 -3.30  0.332
C: 3.25 0.02 -0.47  0.233
C: 4.57 -0.51 0.09  -1.372
H: 2.62 0.46 0.32  -0.074
H: 3.44 0.82 -1.21  0.471
H: 5.18 0.34 0.43  0.446
H: 4.43 -1.17 0.96  0.285
H: 5.15 -1.04 -0.68  0.284
Br: -0.25 -0.78 2.43  0.145
P: -0.97 -2.01 -2.48  1.217
C: -0.14 -3.64 -2.93  0.281
C: -0.77 -5.02 -2.70  -1.631
H: 0.84 -3.65 -2.41  -0.250
H: 0.10 -3.54 -4.00  0.506
H: 0.03 -5.77 -2.69  0.434
H: -1.30 -5.11 -1.74  0.379
H: -1.45 -5.29 -3.52  0.355
C: -1.83 -2.37 -0.92  0.071
C: -3.07 -3.21 -1.18  -1.454
H: -2.10 -1.42 -0.44  -0.184
H: -1.14 -2.88 -0.24  0.474
H: -3.56 -3.44 -0.23  0.401
H: -3.79 -2.68 -1.80  0.298
H: -2.82 -4.15 -1.68  0.228
C: -2.28 -1.15 -3.50  -0.191
C: -3.48 -1.91 -4.12  -1.354
H: -1.80 -0.59 -4.32  0.231
H: -2.72 -0.40 -2.80  0.260
H: -4.06 -1.15 -4.67  0.422
H: -3.14 -2.69 -4.82  0.329
H: -4.16 -2.34 -3.38  0.383
C: -0.23 1.40 7.01  -0.782
N: 0.33 2.50 6.20  0.049
C: -0.56 3.69 6.29  -0.868
N: -1.96 3.38 5.94  0.109
C: -2.46 2.25 6.75  -0.770
N: -1.61 1.05 6.61  0.104
C: -1.67 0.48 5.28  -1.059
P: -1.02 1.71 4.03  1.089
C: 0.60 2.11 4.83  -1.023
C: -2.12 3.13 4.50  -0.919
H: -0.25 1.75 8.06  0.305
H: 0.41 0.51 6.90  0.379
H: -0.18 4.47 5.60  0.387
H: -0.54 4.03 7.33  0.319
H: -3.48 1.99 6.45  0.383
H: -2.42 2.56 7.81  0.317
H: -1.06 -0.42 5.21  0.564
H: -2.71 0.25 5.01  0.321
H: 1.09 2.93 4.30  0.555
H: 1.23 1.21 4.79  0.352
H: -3.16 2.85 4.27  0.433
H: -1.84 4.03 3.93  0.375

---

No. 5
Formula: C7H14NO
Source: the OMol25 dataset
Level of theory: ωB97M-V/def2-TZVPD

Properties
- maximum force (eV Å⁻¹) = 2.5
- ΔE to the lowest compared entry with this formula, charge and spin (eV) = 4.802
- LUMO energy (spin up / spin down) (eV) = -4.79 / -4.78
- energy (Ha) = -404.72094
- total charge = +1
- 2S+1 = 1

Each line ends with the Mulliken charge.
Cartesian coordinates (Å):
C: 1.62 0.25 -1.05  -0.386
C: 2.29 -1.59 0.62  -0.096
C: -1.89 0.20 -1.20  -1.398
C: -2.01 -1.37 0.76  -1.627
C: 1.62 1.82 0.76  -0.852
C: -0.17 0.26 0.50  -0.562
C: -1.08 -0.67 -0.22  0.692
N: 0.92 0.80 0.00  0.207
O: 2.54 -1.02 -0.38  -0.149
H: 1.05 -0.29 -1.80  0.240
H: 2.40 0.88 -1.47  0.354
H: 1.42 -1.40 1.28  0.350
H: -2.68 -0.41 -1.64  0.433
H: -1.27 0.60 -2.00  0.365
H: -2.36 1.03 -0.67  0.378
H: -2.66 -0.65 1.25  0.370
H: -1.45 -1.91 1.52  0.403
H: -2.64 -2.08 0.24  0.426
H: 0.92 2.45 1.31  0.356
H: 2.20 2.45 0.09  0.326
H: 2.31 1.36 1.47  0.363
H: -0.54 0.69 1.42  0.462
H: -0.53 -1.42 -0.80  0.347

---

No. 6
Formula: C8H10BF4NSn
Source: the OMol25 dataset
Level of theory: ωB97M-V/def2-TZVPD

Properties
- maximum force (eV Å⁻¹) = 3.5
- ΔE to the lowest compared entry with this formula, charge and spin (eV) = 0.000
- LUMO energy (spin up / spin down) (eV) = -2.23 / -2.23
- energy (Ha) = -1004.17578
- 2S+1 = 1

Each line ends with the Mulliken charge.
Cartesian coordinates (Å):
C: 0.42 -1.21 -1.76  -0.546
C: 1.08 -0.02 -2.18  -0.645
C: 0.10 0.99 -2.38  -0.417
C: -1.17 0.48 -2.07  -0.745
C: -1.01 -0.91 -1.67  -0.279
Sn: -0.27 -0.39 0.46  1.199
C: 1.90 1.25 1.01  -0.468
C: 1.89 -0.10 1.14  0.404
C: 2.63 -1.20 1.37  -0.655
N: -0.25 -1.91 1.78  -0.722
H: 0.31 1.98 -2.79  0.433
H: 2.14 0.06 -2.40  0.465
H: -2.13 0.98 -2.18  0.450
H: -1.80 -1.65 -1.58  0.591
H: 0.85 -2.20 -1.66  0.514
H: 2.48 1.76 0.23  0.275
H: -1.20 -2.29 1.98  0.149
H: 1.39 1.90 1.73  0.243
H: 3.72 -1.13 1.50  0.282
H: 2.18 -2.19 1.48  0.321
F: -1.23 1.39 1.14  -0.388
B: -2.81 1.15 1.66  0.419
F: -3.31 2.41 1.63  -0.254
F: -3.26 0.27 0.68  -0.321
F: -2.65 0.58 2.89  -0.306